Density functional theory data (ωB97M-V with the def2-TZVPD basis set) for C30H22N6NiOS as an isolated structure.

Values from the calculation:
Total energy: -3466.20243 a.u.
Highest occupied orbital energy (alpha / beta): -0.5223 / -0.5223 hartree
Charge: +2
Energy relative to the best compared isomer or geometry (same formula, charge and spin): 0.021 eV

The geometry in XYZ format:
```
61
Properties=species:S:1:pos:R:3:forces:R:3:lowdin_charge:R:1
Ni 0.274 0.290 -0.330 0.2643 0.4543 0.1416 0.613
S -2.193 0.345 -2.371 -0.0145 0.0329 -0.0050 1.108
O -0.902 -0.188 -1.705 0.0610 -0.2157 -0.1016 -0.560
N -0.204 2.140 0.102 0.0263 -0.0907 -0.0152 0.068
N 2.727 -3.696 -0.456 0.0055 -0.0272 -0.0200 0.136
N 5.471 1.186 6.773 0.0028 0.0003 0.0015 0.093
N -0.587 4.742 0.967 -0.0057 0.0240 -0.0052 0.138
N 1.464 0.538 1.073 -0.2518 -0.1109 -0.0613 0.064
N 1.208 -1.397 -0.474 -0.0855 -0.0549 -0.0851 0.063
C -3.261 -1.545 -0.666 0.0320 0.0577 -0.0063 -0.077
C -2.323 -2.276 -5.423 0.0065 0.0097 -0.0337 -0.041
C -2.188 -0.388 -3.972 -0.0111 -0.0272 0.0471 -0.386
C -4.801 -0.078 -1.839 -0.0402 -0.0149 0.0062 -0.066
C -1.984 0.466 -5.047 0.0149 0.0391 -0.0294 -0.069
C -3.513 -0.506 -1.549 -0.0130 -0.0230 0.0048 -0.396
C 0.234 3.919 1.611 -0.0033 -0.0231 0.0098 -0.016
C 5.933 0.600 5.674 -0.0025 -0.0010 -0.0028 -0.105
C 3.391 1.551 5.653 0.0025 0.0025 0.0036 -0.004
C -1.951 -0.067 -6.329 0.0111 0.0185 0.0227 -0.043
C 0.445 2.619 1.188 0.0562 -0.0349 -0.0004 -0.138
C 5.178 0.439 4.522 0.0011 -0.0003 0.0015 -0.004
C 2.893 -2.761 0.475 -0.0148 0.0338 0.0194 -0.017
C 2.168 1.823 2.920 -0.0083 0.0111 -0.0265 0.094
C -1.193 4.277 -0.111 -0.0003 0.0049 0.0154 -0.050
C 3.078 -0.374 2.531 0.0049 0.0340 0.0100 0.095
C -1.009 2.969 -0.554 -0.0075 -0.0006 0.0987 -0.043
C -4.339 -2.183 -0.071 -0.0515 -0.0019 0.0175 -0.048
C 2.272 -0.471 1.417 0.0270 -0.0148 0.0182 -0.140
C 2.145 -1.598 0.476 0.0295 -0.0262 -0.0159 -0.138
C 1.821 -3.476 -1.394 0.0198 0.0098 0.0252 -0.049
C -5.635 -1.781 -0.363 0.0246 -0.0255 0.0200 -0.040
C 3.877 0.929 4.508 -0.0061 0.0009 -0.0124 -0.184
C 1.393 1.662 1.790 -0.0296 0.0434 -0.0075 -0.142
C 4.225 1.645 6.758 -0.0048 -0.0006 -0.0041 -0.105
C -2.367 -1.758 -4.143 -0.0224 -0.0314 0.0240 -0.059
C 3.032 0.792 3.305 0.0196 -0.0251 0.0136 -0.094
C -2.116 -1.431 -6.511 0.0009 -0.0253 0.0088 -0.033
C -5.868 -0.731 -1.242 0.0082 0.0385 -0.0207 -0.041
C 1.044 -2.319 -1.413 -0.0333 -0.0089 0.0077 -0.029
H 6.956 0.245 5.712 -0.0003 0.0006 0.0021 0.120
H -2.245 -1.840 -0.442 0.0169 -0.0264 -0.0225 0.102
H 0.296 -2.123 -2.168 -0.0015 -0.0152 0.0095 0.114
H 0.741 4.314 2.483 0.0037 -0.0013 -0.0038 0.134
H -6.879 -0.416 -1.459 -0.0010 -0.0006 -0.0014 0.122
H 3.719 -1.192 2.827 -0.0045 -0.0022 -0.0090 0.134
H -2.566 -2.401 -3.294 0.0074 0.0012 0.0049 0.118
H 2.130 2.737 3.495 -0.0028 0.0028 -0.0083 0.133
H -1.802 0.583 -7.179 -0.0011 0.0028 0.0033 0.122
H 3.644 -2.948 1.232 0.0012 0.0006 -0.0039 0.134
H -2.094 -1.844 -7.510 -0.0037 -0.0006 -0.0011 0.122
H -1.512 2.594 -1.430 -0.0254 0.0248 -0.0292 0.075
H -1.864 1.531 -4.892 0.0057 -0.0065 0.0052 0.114
H 3.871 2.110 7.671 0.0020 -0.0001 0.0004 0.120
H -4.974 0.745 -2.523 -0.0047 -0.0040 -0.0119 0.122
H -1.849 4.950 -0.647 -0.0014 -0.0088 -0.0057 0.132
H 5.620 -0.027 3.650 0.0003 0.0010 0.0019 0.118
H -6.471 -2.284 0.104 -0.0001 -0.0023 -0.0016 0.121
H 2.377 1.924 5.710 0.0012 -0.0003 0.0007 0.118
H 1.699 -4.232 -2.159 -0.0054 0.0030 0.0047 0.130
H -2.468 -3.336 -5.582 -0.0029 -0.0005 0.0039 0.120
H -4.167 -2.996 0.621 0.0039 0.0008 -0.0023 0.118
```
Forces are in eV/Å.